1.
C8H19MnO5 | the ωB97M-V functional and the def2-TZVPD basis

* energy above the lowest of the compared OMol25 structures with the same formula, charge and spin: 0.0 kcal per mole
* net charge: -3
* multiplicity: 6
* E_tot: -1843.1459 hartree

Structure (XYZ):
```
33
C8H19MnO5 the ωB97M-V functional and the def2-TZVPD basis
Mn 0.56 -0.05 -0.24
C 0.71 -3.03 -3.28
C 0.80 -1.61 -2.82
O 1.57 -1.38 -1.69
H 1.65 -3.55 -3.52
H 0.09 -3.14 -4.18
H 0.24 -3.66 -2.51
H -0.21 -1.17 -2.68
H 1.15 -0.97 -3.67
C 2.01 1.46 2.78
C 2.69 1.39 1.43
O 2.43 0.23 0.74
H 2.22 0.55 3.38
H 0.92 1.50 2.77
H 2.41 2.30 3.38
H 3.78 1.58 1.58
H 2.39 2.28 0.84
C -2.81 -2.49 0.50
C -1.67 -2.08 1.42
O -0.69 -1.32 0.86
H -3.49 -3.20 0.99
H -2.47 -2.97 -0.42
H -3.44 -1.63 0.21
H -1.23 -3.03 1.81
H -2.04 -1.58 2.34
O -0.32 1.73 -1.01
C -1.03 2.44 -0.01
C -0.83 3.96 0.05
O -1.11 4.67 -1.11
H -0.85 1.96 0.98
H -2.12 2.30 -0.19
H 0.19 4.23 0.42
H -1.50 4.31 0.88
```

---

2.
C19H16Cl16F24O15V | the ωB97M-V functional and the def2-TZVPD basis

* energy above the lowest of the compared OMol25 structures with the same formula, charge and spin: 0.0 kcal per mole
* net charge: -1
* multiplicity: 3
* E_tot: -12565.3123 hartree

Structure (XYZ):
```
91
C19H16Cl16F24O15V the ωB97M-V functional and the def2-TZVPD basis
V 10.93 16.52 14.19
Cl 7.68 17.59 12.68
O 9.01 17.15 12.94
O 6.85 16.89 13.62
O 7.48 18.98 13.00
O 7.34 17.31 11.31
Cl 13.50 17.85 13.10
O 14.61 17.22 12.49
O 13.14 17.19 14.30
O 13.58 19.24 13.38
O 12.22 17.60 12.49
Cl 9.54 17.61 16.75
O 10.49 18.16 15.84
O 8.28 18.33 16.57
O 9.41 16.36 16.03
O 9.97 17.45 18.10
Cl 11.30 14.25 13.57
C 7.86 11.23 14.26
Cl 6.45 10.60 13.51
Cl 8.27 10.36 15.74
Cl 7.78 13.00 14.50
H 8.73 11.00 13.66
C 6.87 13.00 10.06
Cl 5.91 14.41 9.66
Cl 8.32 13.47 11.06
Cl 7.47 12.26 8.58
H 6.30 12.30 10.66
C 13.51 12.06 11.40
Cl 12.57 10.57 11.01
Cl 13.09 13.30 10.23
Cl 15.26 11.74 11.48
H 13.17 12.34 12.40
C 10.35 15.86 7.92
Cl 8.87 16.47 7.16
Cl 10.71 14.18 7.59
Cl 10.33 16.13 9.72
H 11.18 16.48 7.59
C 14.36 8.05 14.04
C 12.87 7.55 14.08
C 11.91 8.53 14.74
F 11.92 9.73 14.13
F 10.62 8.23 14.85
F 12.41 7.21 12.91
F 12.82 6.41 14.77
O 14.94 7.97 15.36
C 15.28 9.21 15.95
C 15.62 9.00 17.44
F 15.89 10.12 18.10
F 14.67 8.41 18.12
F 16.27 9.85 15.30
F 14.20 9.97 15.87
H 14.49 9.01 13.54
H 14.95 7.34 13.46
H 12.24 8.64 15.77
H 16.55 8.44 17.55
C 14.28 14.91 17.27
C 12.86 14.33 17.35
C 12.94 12.82 16.98
F 13.96 12.12 17.54
F 11.82 12.16 17.11
F 12.37 14.51 18.61
F 12.07 15.02 16.52
O 14.73 14.88 15.90
C 16.15 14.64 15.69
C 16.46 14.61 14.19
F 17.73 14.32 13.95
F 15.71 13.82 13.49
F 16.79 15.57 16.40
F 16.49 13.47 16.24
H 14.88 14.29 17.94
H 14.28 15.89 17.75
H 13.09 12.82 15.90
H 16.24 15.56 13.71
C 9.71 10.90 19.00
C 8.68 11.98 19.25
C 9.13 13.40 18.74
F 9.61 13.45 17.46
F 8.25 14.46 18.81
F 7.55 11.67 18.56
F 8.36 12.07 20.54
O 10.99 11.15 19.63
C 11.69 9.95 20.03
C 13.06 10.40 20.55
F 13.03 11.34 21.47
F 13.94 9.46 20.80
F 10.98 9.35 21.01
F 11.78 9.12 18.96
H 9.91 10.67 17.96
H 9.29 9.97 19.38
H 9.98 13.69 19.36
H 13.53 10.91 19.72
```

---

3.
C6H10 | the ωB97M-V functional and the def2-TZVPD basis

* energy above the lowest of the compared OMol25 structures with the same formula, charge and spin: 34.7 kcal per mole
* net charge: 0
* E_tot: -234.5472 hartree

Structure (XYZ):
```
16
C6H10 the ωB97M-V functional and the def2-TZVPD basis
C -1.46 0.49 0.58
C -0.60 0.96 -0.55
C 0.90 0.86 -0.40
C 1.19 -0.21 0.65
C 0.35 -1.32 -0.04
C -0.97 -0.49 -0.49
H -1.01 0.44 1.56
H -2.51 0.78 0.63
H -0.97 1.67 -1.29
H 1.11 0.21 -1.28
H 1.47 1.79 -0.36
H 0.87 -0.01 1.68
H 2.28 -0.37 0.69
H 0.01 -2.16 0.54
H 1.09 -1.77 -0.75
H -1.75 -0.86 -1.17
```

---

4.
C14H42O7 | the ωB97M-V functional and the def2-TZVPD basis

* energy above the lowest of the compared OMol25 structures with the same formula, charge and spin: 51.7 kcal per mole
* net charge: 0
* E_tot: -1085.1793 hartree

Structure (XYZ):
```
63
C14H42O7 the ωB97M-V functional and the def2-TZVPD basis
C 2.73 -1.34 3.05
C 3.56 -0.27 2.24
O 2.83 0.76 1.61
H 2.19 -2.01 2.37
H 1.94 -0.81 3.68
H 3.40 -1.85 3.70
H 4.28 -0.82 1.60
H 4.19 0.30 2.93
H 2.47 0.37 0.81
C -5.02 -0.98 0.01
C -5.68 -2.23 0.48
O -6.16 -3.05 -0.60
H -5.77 -0.42 -0.58
H -4.19 -1.07 -0.70
H -4.82 -0.39 0.89
H -6.59 -1.97 1.00
H -5.02 -2.78 1.20
H -5.50 -3.72 -0.83
C 3.53 -3.34 -1.58
C 2.21 -3.34 -2.38
O 1.12 -3.37 -1.52
H 3.50 -4.02 -0.73
H 3.71 -2.30 -1.25
H 4.42 -3.54 -2.14
H 2.23 -4.27 -2.99
H 2.12 -2.43 -2.97
H 1.02 -2.53 -1.10
C -0.63 0.78 -4.27
C 0.75 1.49 -4.12
O 1.80 0.72 -3.45
H -0.57 -0.20 -4.70
H -1.29 1.38 -4.93
H -1.13 0.82 -3.29
H 0.65 2.43 -3.54
H 1.10 1.73 -5.15
H 2.41 0.37 -4.07
C 1.26 2.88 -0.24
C 0.08 3.70 -0.64
O -0.82 2.82 -1.32
H 1.01 2.10 0.50
H 2.12 3.38 0.18
H 1.72 2.43 -1.16
H 0.36 4.59 -1.21
H -0.49 4.03 0.25
H -1.67 3.27 -1.40
C -0.60 2.75 4.77
C -0.68 1.53 3.85
O -1.94 0.86 3.76
H -1.16 2.54 5.68
H -1.09 3.58 4.25
H 0.45 3.05 4.86
H -0.02 0.70 4.12
H -0.37 1.80 2.80
H -2.62 1.45 3.45
C -0.60 -0.82 0.75
C -0.22 -0.51 -0.68
O 1.19 -0.43 -0.73
H -1.67 -0.88 1.00
H -0.18 -0.10 1.44
H -0.07 -1.76 1.00
H -0.65 0.44 -0.97
H -0.56 -1.31 -1.36
H 1.42 -0.18 -1.64
```

---

5.
C32H50BFO26 | the ωB97M-V functional and the def2-TZVPD basis

* net charge: 0
* E_tot: -3330.4124 hartree

Structure (XYZ):
```
110
C32H50BFO26 the ωB97M-V functional and the def2-TZVPD basis
C 3.78 -4.59 -0.57
C 2.31 -4.47 -1.02
C 1.94 -5.62 -1.95
O 0.74 -5.41 -2.69
B -0.38 -4.89 -2.10
C -0.92 -5.49 -0.75
C -1.68 -6.80 -1.01
O -1.61 -7.70 0.10
C -1.09 -3.74 -2.94
F -0.14 -2.71 -3.19
C -2.32 -3.11 -2.34
C -2.01 -2.21 -1.13
H 4.25 -5.48 -0.98
H 3.87 -4.63 0.51
H 4.36 -3.74 -0.92
H 1.68 -4.49 -0.13
H 2.16 -3.53 -1.54
H 2.74 -5.72 -2.69
H 1.90 -6.56 -1.39
H -1.56 -4.80 -0.20
H -0.09 -5.75 -0.10
H -1.31 -7.30 -1.90
H -2.75 -6.61 -1.14
H -0.69 -7.92 0.23
H -1.34 -4.17 -3.91
H -3.05 -3.88 -2.09
H -2.79 -2.49 -3.11
H -2.70 -2.42 -0.31
H -1.01 -2.42 -0.74
H -2.10 -1.16 -1.36
C -0.91 2.55 1.47
C -0.25 1.76 0.35
O -1.21 0.71 0.13
C -2.41 1.13 0.55
O -3.43 0.56 0.31
O -2.31 2.27 1.25
H -0.71 3.61 1.43
H -0.64 2.16 2.46
H -0.14 2.31 -0.58
H 0.71 1.33 0.62
C -1.94 -7.32 -6.11
C -3.15 -8.23 -5.97
O -3.62 -7.90 -4.66
C -3.19 -6.66 -4.34
O -3.53 -6.03 -3.39
O -2.29 -6.22 -5.26
H -1.77 -6.96 -7.12
H -1.02 -7.78 -5.73
H -3.93 -8.00 -6.69
H -2.91 -9.29 -6.02
C 1.72 0.84 -4.47
C 0.41 0.43 -3.82
O 0.46 1.14 -2.57
C 1.29 2.20 -2.71
O 1.41 3.07 -1.91
O 1.95 2.13 -3.88
H 1.68 0.92 -5.55
H 2.55 0.18 -4.20
H -0.46 0.77 -4.38
H 0.32 -0.64 -3.63
C -5.68 -0.91 2.24
C -6.64 0.25 2.38
O -7.59 -0.25 3.33
C -7.00 -1.23 4.06
O -7.47 -1.73 5.03
O -5.80 -1.55 3.52
H -4.66 -0.60 2.06
H -5.99 -1.62 1.47
H -6.17 1.14 2.80
H -7.15 0.51 1.45
C -3.16 6.46 2.50
C -2.52 7.82 2.67
O -1.16 7.48 2.96
C -0.91 6.25 2.46
O 0.16 5.74 2.41
O -2.06 5.66 2.04
H -3.96 6.44 1.76
H -3.53 6.04 3.44
H -2.54 8.41 1.76
H -2.93 8.40 3.50
C 0.53 6.65 5.70
C 1.32 6.63 7.00
O 0.70 7.69 7.74
C -0.55 7.89 7.27
O -1.37 8.58 7.78
O -0.74 7.18 6.13
H 0.39 5.68 5.25
H 0.95 7.33 4.96
H 1.18 5.70 7.55
H 2.38 6.82 6.86
C 5.86 1.51 -5.84
C 6.49 0.68 -6.94
O 5.51 -0.34 -7.15
C 4.31 0.12 -6.72
O 3.27 -0.44 -6.90
O 4.46 1.29 -6.06
H 6.08 2.57 -5.92
H 6.11 1.16 -4.84
H 6.61 1.24 -7.87
H 7.44 0.23 -6.66
C 6.17 3.94 7.17
C 4.94 4.28 7.99
O 4.28 5.24 7.15
C 4.68 5.04 5.87
O 4.18 5.55 4.93
O 5.71 4.17 5.83
H 6.49 2.91 7.27
H 7.01 4.61 7.37
H 4.28 3.43 8.14
H 5.16 4.74 8.95
```

---

6.
C10H14N2O4 | the ωB97M-V functional and the def2-TZVPD basis

* energy above the lowest of the compared OMol25 structures with the same formula, charge and spin: 0.0 kcal per mole
* net charge: 0
* E_tot: -799.9304 hartree

Structure (XYZ):
```
30
C10H14N2O4 the ωB97M-V functional and the def2-TZVPD basis
C -3.07 -0.45 -0.65
H -3.26 -0.28 -1.71
H -3.43 0.40 -0.08
H -3.61 -1.35 -0.35
C -1.55 -0.61 -0.44
N -1.26 -0.58 0.99
H -0.25 -0.65 1.12
N -1.86 -1.70 1.73
H -1.42 -1.72 2.64
H -2.84 -1.44 1.88
C -1.16 -1.92 -1.17
O -0.87 -1.94 -2.34
O -1.21 -3.03 -0.44
H -1.48 -2.83 0.49
C -0.82 0.58 -1.09
C 0.60 0.73 -0.61
C 1.59 -0.18 -0.98
C 2.89 -0.04 -0.52
C 3.23 1.01 0.31
C 2.25 1.93 0.68
C 0.95 1.78 0.23
H 0.20 2.50 0.53
O 2.64 2.96 1.51
H 1.88 3.54 1.67
O 4.51 1.14 0.77
H 4.54 1.94 1.31
H 3.65 -0.74 -0.81
H 1.35 -0.99 -1.65
H -0.83 0.42 -2.17
H -1.37 1.49 -0.86
```

---

- Which value of E_tot does entry 2 give?
  -12565.3123 hartree

---

Repeat the third record exactly.
C6H10 | the ωB97M-V functional and the def2-TZVPD basis

* energy above the lowest of the compared OMol25 structures with the same formula, charge and spin: 34.7 kcal per mole
* net charge: 0
* E_tot: -234.5472 hartree

Structure (XYZ):
```
16
C6H10 the ωB97M-V functional and the def2-TZVPD basis
C -1.46 0.49 0.58
C -0.60 0.96 -0.55
C 0.90 0.86 -0.40
C 1.19 -0.21 0.65
C 0.35 -1.32 -0.04
C -0.97 -0.49 -0.49
H -1.01 0.44 1.56
H -2.51 0.78 0.63
H -0.97 1.67 -1.29
H 1.11 0.21 -1.28
H 1.47 1.79 -0.36
H 0.87 -0.01 1.68
H 2.28 -0.37 0.69
H 0.01 -2.16 0.54
H 1.09 -1.77 -0.75
H -1.75 -0.86 -1.17
```

---

- Which of these has the lowest net charge?
  C8H19MnO5